ORCA calculation (ωB97M-V with the def2-TZVPD basis set) on a structure of composition C6H11NO4.

Values from the calculation:
E = -16078.624 eV
max |F| = 4.8 eV/A
ΔE to the lowest compared entry with this formula, charge and spin = 2.944 eV
orbital gap = 9.38 eV
net charge = 0

CARTESIAN COORDINATES (ANGSTROEM)
C (1.8903, 1.2052, -0.2133)
C (1.3119, -1.3662, 0.6848)
C (1.4154, 1.9465, 0.9847)
C (-2.8549, -0.2164, -0.1657)
C (-1.5946, -0.8736, -0.7480)
C (0.8816, -0.4871, -0.4628)
N (-0.4584, -0.0807, -0.3420)
O (2.1398, -2.2413, 0.7108)
O (2.5366, 1.5870, -1.1288)
O (0.5627, -0.9376, 1.7329)
O (1.2838, -1.0464, -1.6971)
H (1.9618, 1.5843, 1.8817)
H (1.7873, 2.9524, 0.8119)
H (0.4348, 2.0286, 1.2054)
H (-2.6866, 0.0668, 0.8765)
H (-3.2237, 0.7534, -0.6644)
H (-3.6923, -0.8755, -0.2465)
H (-1.6751, -0.9653, -1.8385)
H (-1.5203, -1.9567, -0.4929)
H (-0.4705, 0.9043, -0.6019)
H (-0.2655, -0.5238, 1.3768)
H (2.2358, -1.4580, -1.6636)

Cartesian forces, eV/Å:
C -2.81 -2.60 -1.19
C -1.34 0.58 0.43
C 4.76 0.83 0.24
C -0.12 1.38 -0.54
C -0.91 -0.32 -1.08
C 3.77 0.23 -1.09
N 0.74 1.15 -0.30
O -0.37 0.92 0.04
O 0.13 -0.36 0.69
O 0.46 -1.33 1.36
O 1.49 -0.27 0.13
H -0.44 -0.04 -0.48
H 0.05 0.36 0.17
H -3.34 -0.45 0.33
H -0.10 -0.29 0.03
H 1.02 -1.35 0.34
H -0.55 -0.54 0.16
H 0.00 0.39 -0.04
H 0.29 0.90 0.68
H -0.96 -0.44 -0.23
H 0.99 0.02 -0.12
H -2.74 1.22 0.48



ORCA calculation (ωB97M-V with the def2-TZVPD basis set) on a cluster of 2 separate species, C4H13N5 in total.

Values from the calculation:
E = -11789.216 eV
max |F| = 4.5 eV/A
ΔE to the lowest compared entry with this formula, charge and spin = 2.889 eV
orbital gap (alpha / beta) = 8.64 / 8.80 eV
net charge = +2

CARTESIAN COORDINATES (ANGSTROEM)
C (-0.4389, -0.3341, 0.1742)
C (0.9372, 2.2388, 0.9072)
C (-1.2222, -1.7587, -1.7729)
C (-0.5723, -1.8444, -0.4672)
N (0.7425, 0.0189, 0.3020)
N (1.2383, 3.1172, 0.0375)
N (0.7903, 2.2940, 2.1694)
N (-1.4937, 0.4286, 0.4249)
N (0.8945, -2.4320, -0.4293)
H (-1.8956, -2.5437, -1.9280)
H (-0.4258, -1.8091, -2.5509)
H (-1.7881, -0.8252, -1.8709)
H (-0.9820, -2.3908, 0.3564)
H (1.4549, 3.0736, -0.9689)
H (1.3116, 4.0947, 0.4640)
H (0.7393, 1.4417, 2.7250)
H (0.5537, 3.1788, 2.7241)
H (-2.5043, 0.2329, 0.1868)
H (-1.4459, 1.2843, 0.9324)
H (1.4457, -2.7244, -1.3463)
H (1.2671, -3.2511, 0.0622)
H (1.3937, -1.4898, -0.1317)

Cartesian forces, eV/Å:
C -0.96 -0.84 -0.98
C 0.28 -4.13 -1.85
C 0.90 0.68 -1.43
C 1.68 0.82 2.84
N 3.11 2.66 0.76
N 0.17 3.16 0.29
N -1.21 1.44 2.86
N -3.72 -0.63 -0.61
N 2.88 1.71 -2.91
H -0.94 -1.34 -0.33
H -0.79 0.29 0.25
H 0.28 -0.19 -0.14
H -1.14 -0.52 0.02
H -0.44 -0.62 0.80
H 0.16 -1.32 -1.10
H 0.00 0.18 -0.31
H 0.75 -1.33 -1.09
H 1.91 -0.35 0.26
H 0.61 0.38 0.19
H -2.17 1.40 1.17
H -1.35 0.25 1.35
H -0.02 -1.70 -0.05



ORCA calculation (ωB97M-V with the def2-TZVPD basis set) on the ion C3H6NO2 with charge -1.

Values from the calculation:
E = -8793.438 eV
SMILES = NCCC(=O)[O-]
max |F| = 4.4 eV/A
ΔE to the lowest compared entry with this formula, charge and spin = 1.779 eV
orbital gap = 8.26 eV
net charge = -1

CARTESIAN COORDINATES (ANGSTROEM)
C (-0.1365, 0.6543, 0.4431)
C (-0.0065, -0.4364, -0.5468)
C (1.2670, -0.1548, -1.3361)
O (1.8460, 0.8898, -0.8963)
O (1.5282, -1.0307, -2.3100)
N (-1.3081, 0.2478, 1.4005)
H (0.7967, 0.3878, 0.9301)
H (-0.1347, 1.6153, -0.0877)
H (0.1345, -1.4247, 0.0154)
H (-0.9836, -0.4987, -1.0844)
H (-1.6030, -0.6412, 1.0729)
H (-1.4001, 0.3916, 2.3994)

Cartesian forces, eV/Å:
C -0.63 -1.55 3.02
C -1.40 -1.69 -0.13
C 0.53 -1.46 -2.57
O 0.58 -1.76 -1.95
O -0.20 3.20 3.06
N 0.48 1.54 -1.90
H 0.09 1.66 0.87
H -0.43 -0.13 0.97
H -0.25 1.11 -0.83
H 0.92 -0.33 -0.43
H -0.45 -0.66 0.38
H 0.77 0.07 -0.50



Which value of max |F| does entry 3 give?
4.4 eV/A